This record from the OMol25 dataset describes a 2-piece molecular cluster, C21H48BN overall. The level of theory is ωB97M-V/def2-TZVPD.

The spin multiplicity is 1.

Each line ends with the Mulliken charge.
Atoms and positions in Å:
B: -1.3998 -4.1606 2.6495  0.260
C: -0.8597 -3.2946 1.3642  -0.172
C: -0.0163 -2.0863 1.7715  -0.953
C: 0.3040 -1.0853 0.6538  -0.164
C: -0.9087 -0.6716 -0.1923  -0.167
C: -2.0836 -0.2137 0.6805  0.190
C: -3.1553 0.6200 -0.0384  -1.149
C: -4.4996 -0.0788 -0.3067  -0.501
C: -5.1447 -0.7454 0.9270  -1.093
C: -5.0516 -2.2734 1.0980  -0.005
C: -5.3725 -3.0894 -0.1631  -0.952
C: -4.1543 -3.5129 -0.9908  0.669
C: -4.5536 -4.1490 -2.3209  -1.580
H: -0.4445 -4.4316 3.3979  -0.230
H: -2.2289 -3.4700 3.2731  -0.194
H: -1.9380 -5.2167 2.2793  -0.254
H: -0.2509 -3.9318 0.6950  0.094
H: -1.7239 -2.9522 0.7809  -0.508
H: -0.4927 -1.5507 2.6069  0.161
H: 0.9275 -2.4813 2.1770  0.515
H: 1.0843 -1.5058 -0.0023  0.375
H: 0.6996 -0.1545 1.0925  0.007
H: -0.6313 0.1752 -0.8497  -0.091
H: -1.1954 -1.4920 -0.8589  0.207
H: -2.5404 -1.0851 1.1532  -0.146
H: -1.6573 0.3685 1.5111  0.509
H: -2.7534 0.9669 -1.0045  0.328
H: -3.3609 1.5312 0.5405  0.309
H: -5.1861 0.6969 -0.6717  0.317
H: -4.4092 -0.7950 -1.1312  0.362
H: -4.7249 -0.2614 1.8214  0.403
H: -6.2139 -0.5014 0.9306  0.391
H: -4.0833 -2.5867 1.5130  -0.068
H: -5.7866 -2.5329 1.8693  0.362
H: -6.0677 -2.5205 -0.7982  0.278
H: -5.8943 -4.0035 0.1425  0.497
H: -3.4942 -2.6538 -1.1667  -0.393
H: -3.5683 -4.2280 -0.4026  0.356
H: -5.2610 -3.5152 -2.8669  0.321
H: -3.6795 -4.3107 -2.9620  0.414
H: -5.0289 -5.1252 -2.1763  0.334
C: 4.8628 5.4423 -0.2646  -1.206
C: 5.2334 4.3971 0.7834  -0.530
C: 5.4813 2.9705 0.3174  -0.584
N: 4.3356 2.1993 -0.3083  0.269
C: 4.2482 2.5265 -1.7836  -0.539
C: 3.0345 1.9228 -2.4696  -0.761
C: 1.7463 2.2859 -1.7381  -0.894
C: 1.8497 1.8477 -0.2840  0.110
C: 3.0353 2.4929 0.3993  -1.073
C: 4.6608 0.7457 -0.1546  -1.027
H: 3.8634 5.2993 -0.6779  0.332
H: 4.8756 6.4319 0.1893  0.391
H: 5.5754 5.4506 -1.0916  0.325
H: 4.5132 4.4042 1.6029  0.374
H: 6.1851 4.6824 1.2379  0.426
H: 5.7960 2.3763 1.1743  0.407
H: 6.2838 2.9390 -0.4213  0.392
H: 4.2364 3.6111 -1.8586  0.335
H: 5.1796 2.1627 -2.2171  0.377
H: 3.0285 2.2909 -3.4961  0.447
H: 3.1329 0.8374 -2.5360  0.317
H: 0.8904 1.8133 -2.2168  0.392
H: 1.5841 3.3683 -1.7862  0.320
H: 1.8991 0.7627 -0.2011  -0.418
H: 0.9580 2.1364 0.2739  0.714
H: 3.1638 2.1319 1.4201  0.416
H: 2.9192 3.5747 0.4247  0.470
H: 4.6932 0.5048 0.9045  0.401
H: 5.6307 0.5603 -0.6105  0.366
H: 3.9034 0.1394 -0.6366  0.409



This record from the OMol25 dataset describes a 4-piece molecular cluster, CH11N2O3 overall in a non-equilibrium geometry. The level of theory is ωB97M-V/def2-TZVPD.

The spin multiplicity is 1. The total charge is +1.

Each line ends with the Mulliken charge.
Atoms and positions in Å:
N: 1.2138 0.3132 0.5643  -0.320
C: 0.7324 1.4365 0.0167  0.221
N: -0.5188 1.7794 -0.2342  -0.262
H: 0.6423 -0.2584 1.2288  0.245
H: 2.2505 0.3298 0.5575  0.309
H: 1.4713 2.2405 -0.2150  0.278
H: -0.7314 2.7745 -0.2744  0.281
H: -1.3475 1.2463 0.1311  0.271
H: 3.1034 -0.6229 -1.4132  0.320
H: 4.2024 0.2910 -0.8603  0.340
O: 3.4072 -0.1915 -0.6162  -0.666
H: -3.3166 0.1580 -1.0442  0.305
H: -2.3923 -0.8588 -0.1899  0.376
O: -2.4822 0.0410 -0.5763  -0.671
H: -1.2897 -3.0310 0.7540  0.333
H: -2.8512 -3.1571 1.2167  0.336
O: -2.0935 -2.4906 0.9546  -0.695



E_HOMO per entry: -0.2358, -0.5497 hartree
ΔE to the lowest compared entry with this formula, charge and spin per entry: 0.000, 1.101 eV